158
Properties=species:S:1:pos:R:3:forces:R:3:mulliken_charge:R:1 method="wB97M-V/def2-TZVPD" total_charge=-2 e_lumo_ev=3.2 homo_lumo_gap_ev=5.515 homo_ev=-2.3
O -7.69832 -2.17102 -4.62303 -0.5 -0.1 -0.2 -0.711
O -1.36011 0.24216 -1.84707 -0.5 0.4 0.4 -0.799
O 4.85874 -0.14344 -4.35277 0.1 0.4 -0.1 -0.272
O -2.55557 -0.70602 -5.21698 0.3 0.1 0.1 -0.804
O 0.81633 -0.93636 2.90283 0.4 -0.2 0.5 -1.020
O -4.09411 2.17021 4.73154 0.0 -0.4 0.3 -0.167
O 1.40804 -4.64698 -0.26763 0.0 0.1 0.0 -0.667
O -6.72385 -2.05475 1.42598 0.4 -0.4 -0.1 -0.636
O 0.02425 -3.20432 4.71414 0.2 0.2 0.0 -0.723
O 2.70096 -3.22903 2.69685 0.0 -0.3 -0.4 -0.635
O -4.02858 3.25285 2.19185 0.0 0.4 0.3 -0.462
O -6.57599 -2.08079 -7.10845 -0.8 -0.4 -0.9 -0.718
O 3.13740 -1.44695 5.01278 -0.1 0.4 0.3 -0.651
O 2.96033 -2.52962 -1.46028 0.2 -0.3 -0.1 -0.679
O -5.21016 0.38561 2.03888 0.0 -0.1 -0.1 -0.705
O -2.98919 -0.16887 0.28889 0.1 0.8 -0.2 -0.854
O 5.07830 -1.58353 0.45975 0.2 -0.2 0.1 -0.746
O 1.23806 3.84046 -0.32621 0.2 0.5 0.0 -0.660
O 0.17782 -0.17154 -4.50678 0.0 0.2 -0.6 0.177
O -3.45915 2.06446 -2.87777 -0.5 0.2 0.3 -0.203
O 5.15252 2.35415 2.67164 0.0 0.1 0.3 -0.509
O 1.83069 4.87364 2.28550 -0.3 0.2 0.1 -0.238
O -2.64371 -3.37571 3.96654 -0.1 0.1 0.6 -0.276
O -3.56778 -0.99452 -2.78005 -0.2 -0.1 -0.3 0.049
O 3.88520 2.12135 -3.03130 -0.1 -0.4 -0.1 -0.391
O 7.18236 3.58309 1.17391 -0.1 -0.3 -0.3 -0.309
O 2.34761 -0.81154 0.68618 0.4 0.0 0.6 0.307
O -1.95812 -5.97716 2.97250 0.2 -0.6 0.1 -0.381
O -0.94186 -2.46083 -3.56748 0.2 -0.9 0.2 -0.204
C -3.26615 -3.99799 2.88249 -0.8 0.2 -0.3 -0.522
C 1.13097 -0.56410 0.61059 -0.1 0.2 -1.3 0.274
C 0.25294 -0.65446 1.84008 -0.5 0.1 0.5 0.374
C 1.03474 2.98298 -1.41674 -0.3 -0.4 -0.5 0.494
C -1.34010 -6.99050 2.19904 0.0 0.4 -0.1 -0.654
C 4.59405 3.08625 -2.31899 -0.3 0.8 0.5 -0.318
C 1.57742 5.80554 3.31163 0.5 0.3 -0.2 -0.920
C -2.28204 -4.86256 2.17845 0.4 0.2 -0.5 0.797
C 4.02777 1.66852 3.18153 -0.1 -0.1 0.0 0.046
C 0.52540 -0.25868 -0.61284 0.3 0.0 0.2 0.495
C -5.66869 -1.61881 -3.61720 -0.3 -0.3 -0.2 -0.921
C -0.60169 -3.00407 -2.29267 0.0 0.6 -0.2 -0.662
C 5.84622 -0.98471 -4.87977 -0.3 -0.5 -0.1 -0.830
C -2.84401 3.03670 2.92568 0.0 -0.2 -0.1 0.615
C -1.74010 -0.18071 0.49647 -0.4 -0.9 -0.3 0.710
C -1.14669 -0.47558 1.71592 0.3 0.2 -0.1 -1.146
C 0.91289 0.96217 -4.90779 0.1 0.3 0.3 -0.828
C 0.10242 -2.55601 -4.52953 -0.3 0.8 -0.1 -1.225
C -4.29855 2.02065 6.12205 -0.2 0.1 -0.2 -0.826
C -5.88813 -1.80026 -6.14477 0.7 0.4 0.0 0.275
C 0.98382 -1.31768 -4.47642 0.5 -0.7 0.9 0.523
C -3.13565 3.13658 4.40310 0.0 -0.1 -0.6 -0.884
C 4.96771 -0.05487 -2.95049 -0.2 -0.2 0.3 -0.638
C -4.53851 -1.36599 -6.25805 -0.2 -0.6 -0.4 -0.706
C -3.79911 3.30963 0.80941 0.2 -0.5 -0.4 -0.345
C -3.75202 -1.10238 -5.17246 0.2 0.0 0.8 0.441
C 7.92874 4.02834 0.07636 -0.3 -0.7 -0.4 -0.675
C 1.00238 3.15352 0.87822 -0.5 -0.5 -0.7 2.045
C 4.83677 3.08129 1.53139 -0.1 0.3 -1.8 0.823
C 0.67256 4.09265 1.99154 1.3 -0.5 0.7 -1.266
C -6.07201 -2.06769 0.15182 -0.1 0.0 0.3 -0.476
C 0.39200 -4.08212 0.58404 0.6 -0.9 0.4 -1.499
C -0.83336 -0.04549 -0.75098 -0.1 0.3 0.1 0.216
C -3.52749 -2.58301 4.74088 0.4 -0.1 -0.2 -0.860
C 3.89372 0.84912 -2.39306 0.0 0.0 0.1 2.210
C 5.87256 4.14402 1.24853 0.9 -0.3 1.5 -0.979
C -4.35618 -1.29055 -3.76195 0.5 0.9 0.2 -0.167
C -6.51756 -1.88987 -4.75108 0.3 0.2 1.0 0.340
C -2.37716 2.84592 -3.35569 0.6 -0.2 -0.2 -0.515
Li -1.63073 -0.72705 -3.49635 -0.9 0.4 -0.4 0.952
Li -3.55506 0.47305 -1.58031 0.7 -0.8 -0.3 0.772
H 0.15356 2.46724 0.71302 0.0 0.1 0.3 -0.576
H 3.47770 -3.26079 2.12941 0.1 0.2 0.0 0.332
H 4.38466 0.90330 3.86205 0.1 0.0 0.1 0.085
H -4.40392 -3.17269 5.02962 -0.1 0.1 0.0 0.333
H -1.43361 -2.80371 -1.61885 -0.1 0.1 -0.1 0.130
H -4.14142 -4.57866 3.20821 0.1 -0.2 0.1 0.465
H -2.69951 3.47586 -4.18547 0.0 0.1 0.1 0.468
H 0.71344 -3.44806 -4.37681 -0.1 -0.1 -0.1 0.485
H 2.13120 -4.94210 0.29475 -0.1 0.0 0.2 0.317
H -1.36946 -4.28981 1.94382 -0.7 0.0 0.4 -1.296
H 4.06254 3.37373 -1.39647 0.1 -0.3 0.0 -0.019
H 3.37386 2.35360 3.73590 -0.1 0.0 -0.1 0.242
H 2.47262 -1.10505 4.39845 0.0 -0.2 -0.1 0.306
H 3.45292 1.17005 2.39176 0.0 0.0 0.0 -0.202
H 2.49643 6.37800 3.45922 0.0 0.0 -0.1 0.274
H -1.75609 -0.67934 2.58529 -0.1 0.1 0.1 0.998
H -2.68977 -5.17377 1.20439 -0.2 -0.1 0.1 0.660
H -1.61202 2.17520 -3.74324 -0.1 -0.1 0.1 -0.265
H 4.83416 -1.05456 -2.51396 0.1 0.1 0.1 0.410
H -0.91014 -7.74528 2.85285 -0.2 0.0 0.2 0.284
H -0.89710 -3.41981 4.50516 0.2 0.2 -0.2 0.565
H 1.24238 0.87326 -5.94873 0.0 -0.1 0.0 0.299
H -0.55258 -4.16009 0.05851 0.1 0.4 -0.2 0.371
H 4.61050 4.00517 -2.90776 0.2 -0.1 -0.2 0.374
H 3.87333 3.61042 1.57381 0.0 -0.2 0.3 0.005
H -1.91965 3.43244 -2.55470 -0.2 0.1 0.0 0.211
H 1.34529 5.34731 4.28166 -0.3 -0.2 -0.2 0.322
H -3.82348 -1.69354 4.17811 -0.2 0.0 0.0 0.251
H -4.06796 -1.44285 -7.23101 -0.1 0.3 -0.1 0.374
H 1.21742 3.51266 -2.35083 0.0 0.2 0.1 0.606
H -2.97160 -2.27790 5.62686 -0.1 0.0 0.0 0.269
H -0.40764 -2.54823 -5.49531 0.0 -0.3 0.0 0.401
H -3.67240 -3.25134 2.19128 0.1 0.2 -0.2 0.102
H 4.79448 2.42945 0.63811 -0.1 -0.2 0.3 -0.211
H 0.27252 -2.46145 4.13060 -0.2 -0.4 0.3 0.331
H 0.27841 1.84281 -4.81818 -0.1 -0.1 0.0 0.219
H 0.51989 3.44945 2.87294 -0.6 0.2 0.0 0.371
H 0.65026 -3.08531 0.93556 -0.2 0.1 -0.3 0.668
H 0.00585 2.59629 -1.39889 0.1 0.0 -0.2 -0.307
H 1.85385 2.49998 1.10444 0.1 0.1 0.3 -0.449
H -4.58738 0.98696 6.30797 0.1 0.0 0.0 0.200
H 1.55518 -1.29012 -3.53552 0.1 -0.2 -0.1 -0.384
H -4.77695 3.35925 0.33537 0.0 0.1 -0.1 0.330
H 5.61404 2.79188 -2.04572 0.0 -0.1 -0.2 0.184
H 2.52392 -1.85947 -0.90758 0.2 0.0 0.2 -0.152
H -6.30329 -1.35028 1.93739 -0.1 0.1 -0.1 0.386
H 7.40189 3.84168 -0.87563 -0.1 0.3 0.2 0.229
H -0.52008 -6.57705 1.59683 -0.1 -0.1 0.0 0.225
H -0.43386 -4.08210 -2.33265 0.2 0.0 -0.2 0.528
H 2.62568 -3.37750 -1.11477 -0.3 0.3 -0.2 0.417
H 5.63324 -2.03069 -4.60901 0.2 0.1 0.1 0.302
H -6.52047 -2.84097 -0.46930 -0.3 0.2 0.0 0.393
H -4.48603 0.14871 1.43014 0.2 0.0 0.1 0.459
H 2.27643 -2.38280 2.47860 0.1 0.0 0.1 0.012
H 1.78775 1.12618 -4.26478 0.0 -0.1 -0.1 0.212
H 3.96490 -1.06315 4.71673 0.1 -0.1 -0.1 0.319
H -5.03522 1.29688 2.30872 0.0 -0.1 0.1 0.258
H 6.84564 -0.71818 -4.51838 0.0 0.0 -0.1 0.316
H -6.19467 -1.08205 -0.30161 0.1 -0.1 -0.3 0.195
H -3.28660 2.39871 0.47100 -0.1 0.0 0.0 0.008
H 8.17589 5.09189 0.15533 0.2 0.0 -0.1 0.318
H 0.28612 -4.69931 1.48302 0.4 0.2 -0.2 0.920
H -3.52721 4.13528 4.63560 0.3 0.1 0.2 0.349
H -3.17174 4.15545 0.49558 -0.1 0.1 0.2 0.363
H 4.25940 -1.20509 0.80963 -0.1 0.1 -0.1 0.208
H 5.68948 4.72460 0.34550 -0.5 0.1 0.1 0.429
H -3.39304 2.25884 6.68739 0.0 -0.1 0.0 0.345
H -6.09408 -1.70235 -2.62553 -0.1 0.0 0.0 0.448
H -0.18710 4.73281 1.77969 -0.1 0.0 -0.1 0.490
H -2.08756 -7.43884 1.53257 0.2 -0.1 -0.1 0.313
H 5.79898 -0.91635 -5.96582 0.1 0.1 0.0 0.244
H -2.17540 2.91987 4.89368 -0.1 0.3 0.3 0.418
H 4.74775 -2.18370 -0.22136 -0.1 0.1 -0.1 0.403
H 0.79133 6.50620 3.00314 -0.1 -0.1 0.2 0.310
H -4.26174 2.55534 -3.07008 -0.1 -0.2 0.0 0.174
H 1.72991 -1.37575 -5.27937 -0.2 0.2 -0.2 0.530
H 4.06526 0.95314 -1.31453 0.0 0.0 0.0 -0.296
H 1.14363 -0.18547 -1.49890 0.0 0.0 0.0 -0.692
H 2.90348 0.40541 -2.49070 0.0 0.0 -0.3 -1.813
H -2.07663 3.78119 2.66902 -0.1 0.0 0.0 -0.015
H 1.68750 2.10420 -1.41108 0.1 0.1 0.2 -0.321
H -2.44313 2.03857 2.69000 0.0 0.1 0.0 -0.104
H 0.26794 -2.45475 -1.93075 0.2 -0.4 0.3 0.259
H 5.89557 4.74712 2.17009 -0.2 0.5 -0.5 0.390
H -5.00774 -2.32928 0.19155 0.0 0.3 0.2 0.161
H 8.80381 3.38030 0.01139 0.3 0.4 0.2 0.241
H 5.94957 0.34076 -2.64691 0.1 -0.1 -0.2 0.366
H -5.11946 2.66534 6.46248 0.1 0.1 0.0 0.272